No. 1
11
Properties=species:S:1:pos:R:3 method="wB97M-V/def2-TZVPD" multiplicity=1 homo_lumo_gap_ha=0.3764 de_lowest_kj_mol=914.4 fmax_ev_per_a=6.44 lumo_ha=-0.0208
C -0.3947 -0.5114 1.0008
C 0.4574 0.4352 0.2437
C -0.2619 0.7606 -1.0190
N -1.4860 0.1458 0.8328
N -0.7955 1.2551 0.1890
N 0.3116 1.7135 -1.9617
O 1.3096 2.2945 -1.6102
O -0.2499 1.8274 -3.0198
H -0.2220 -1.4153 1.5514
H 1.4377 0.8367 0.4445
H -1.0561 -0.2493 -1.8346

---

No. 2
8
Properties=species:S:1:pos:R:3 method="wB97M-V/def2-TZVPD" multiplicity=3 homo_lumo_gap_ha="0.1379 / 0.2071" de_lowest_kj_mol=85.7 fmax_ev_per_a=4.60 lumo_ha="0.1143 / 0.0616" charge=-1 s2=2.01
N -0.1334 -0.1931 0.7303
O -1.5269 0.2396 -1.4776
O -1.9623 1.8475 0.2766
S -3.3329 -0.7381 0.4350
S 0.9093 1.0279 0.6613
S -1.9476 0.4901 -0.1275
H 0.0755 -0.7875 -0.0344
H 1.2767 1.0216 -0.7228

---

No. 3
19
Properties=species:S:1:pos:R:3 method="wB97M-V/def2-TZVPD" multiplicity=1 homo_lumo_gap_ha=0.3513 smiles="C=CC(=C)CCC" de_lowest_kj_mol=256.3 fmax_ev_per_a=4.20 lumo_ha=0.0281
C -0.6381 -1.9926 0.8304
C 0.2260 -0.8388 1.5789
C 1.2069 -0.0564 0.7344
C 0.5147 0.5371 -0.6195
C 0.4675 -0.1898 -1.7533
C -0.9912 2.4040 -1.2756
C -0.2073 1.8678 -0.3114
H -1.2834 -1.5287 -0.0399
H -0.0683 -2.8600 0.5634
H -1.4135 -2.4127 1.4318
H 0.7031 -1.3083 2.4222
H -0.4769 -0.1050 2.0277
H 1.9188 0.7192 1.2377
H 1.9576 -0.9073 0.4083
H 1.0891 -1.1106 -1.8653
H -0.3467 -0.0020 -2.5127
H -0.9313 1.9128 -2.2648
H -1.3430 3.4588 -1.2190
H -0.3840 2.4124 0.6267

---

No. 4
13
Properties=species:S:1:pos:R:3 method="wB97M-V/def2-TZVPD" multiplicity=1 homo_lumo_gap_ha=0.3154 de_lowest_kj_mol=380.7 fmax_ev_per_a=0.75 lumo_ha=0.0172
C 1.0099 -1.0088 1.0089
C 0.7473 0.3875 0.4422
C 0.7057 0.5703 -1.0625
C -1.5349 0.4279 -1.0438
O -0.4023 1.2036 -1.4619
H 1.4695 -0.9357 2.0000
H 0.0789 -1.5755 1.1246
H 1.6783 -1.5799 0.3587
H 1.6706 0.9790 0.5505
H -0.0316 0.9111 1.0164
H -1.1857 -0.6096 -1.0479
H -2.2844 0.5295 -1.8252
H -1.9214 0.7005 -0.0601

---

No. 5
28
Properties=species:S:1:pos:R:3 method="wB97M-V/def2-TZVPD" multiplicity=1 homo_lumo_gap_ha=0.2149 de_lowest_kj_mol=725.1 fmax_ev_per_a=1.49 lumo_ha=-0.0401
Li 1.6147 22.3632 -10.6009
Li 2.3689 20.6473 -6.7745
O 1.2907 19.1891 -9.7617
H 0.8103 18.4589 -10.1982
O 2.5402 23.7713 -7.7864
H 2.7120 24.6274 -7.3481
C 3.9929 22.6658 -13.5284
C 2.9336 22.9700 -14.5538
N 1.7408 23.5206 -13.8783
C 0.5132 23.2660 -14.6511
C 0.0497 21.8149 -14.4508
C 1.9146 24.9711 -13.5504
C 2.1167 25.8696 -14.7878
H 3.6871 21.7976 -12.9446
H 4.2933 23.5348 -12.9429
H 4.8825 22.4207 -14.1086
H 3.3253 23.6335 -15.3247
H 2.7521 22.0313 -15.0772
H -0.2540 23.9609 -14.3097
H 0.6864 23.5025 -15.7009
H 0.7824 21.1108 -14.8451
H 0.0168 21.5809 -13.3868
H -0.9393 21.6340 -14.8719
H 2.6849 25.1648 -12.8039
H 1.0140 25.2555 -13.0063
H 2.9519 25.6971 -15.4666
H 2.1822 26.9280 -14.5352
H 1.1377 25.8551 -15.2669

---

No. 6
17
Properties=species:S:1:pos:R:3 method="wB97M-V/def2-TZVPD" multiplicity=1 homo_lumo_gap_ha=0.3882 smiles=C[C@H](O)[C@@]1(O)C[C@H]1F de_lowest_kj_mol=166.8 fmax_ev_per_a=1.87 lumo_ha=0.0282
C 1.3731 0.6584 -1.4125
C -0.0258 0.1921 -0.9598
C 0.0047 -0.5205 0.3901
C -0.4210 0.1552 1.6768
C -1.3229 -0.8181 1.0054
H 1.2818 1.2086 -2.3946
H 1.9634 -0.2302 -1.6074
H 1.9961 1.2427 -0.7039
H -0.4557 -0.5170 -1.7373
H -1.7080 0.9580 -0.5899
H 1.7972 -1.1857 0.8178
H -0.8178 1.1623 1.6827
H 0.1214 -0.0858 2.5459
H -1.4691 -1.8478 1.3474
O -0.8410 1.3074 -0.8745
O 0.9902 -1.4722 0.4086
F -2.4665 -0.2075 0.4051